Record 1
A structure of composition C4H7NO2, computed with the ωB97M-V functional and the def2-TZVPD basis.

Atoms and positions in Å:
H1 0.008 2.023 -0.976
H2 -2.385 1.049 -0.242
H3 2.143 -2.225 0.651
C1 -1.809 -0.135 -0.638
O1 -0.505 -0.081 -1.256
O2 1.287 1.890 1.077
H4 1.756 -0.257 2.086
H5 -1.701 -0.695 0.308
C2 0.782 0.969 0.458
H6 0.612 -1.471 -0.531
N1 -0.133 1.156 -0.694
C3 1.319 -1.481 0.372
H7 -2.566 -0.450 -1.611
C4 1.192 -0.293 0.995

For the lowest unoccupied orbital energy, the calculation gives 0.55 eV. Its max |F| is 10.0 eV Å⁻¹. Its charge is 0. The energy above the lowest of the compared OMol25 structures with the same formula, charge and spin comes out at 165.3 kcal/mol. The total energy is -361.617505 hartree. The calculation puts the HOMO-LUMO gap at 10.3 eV.

Here are the natural (NBO) charges for atoms 1 to 5, given in e: H 0.393; H 0.205; H 0.227; C -0.291; O -0.378


Record 2
A structure of composition C9H18F2InN2O3S, computed with the ωB97M-V functional and the def2-TZVPD basis.

Atoms and positions in Å:
H1 -3.481 -0.917 -2.075
H2 -0.067 -2.237 -1.240
O1 2.041 -3.932 3.002
H3 -0.611 2.881 -2.121
C1 1.189 -3.439 2.405
H4 -1.265 -0.842 -2.533
H5 2.194 3.283 -0.903
C2 -0.751 -1.666 -0.594
H6 0.171 1.493 3.093
O2 1.365 1.421 -0.748
H7 3.431 1.458 -0.534
H8 -2.855 1.528 -0.632
H9 -3.253 -0.957 -0.312
H10 3.071 0.197 1.321
C3 -0.502 -2.308 3.525
C4 1.452 2.660 -1.428
C5 2.564 -0.290 0.473
S1 -0.573 1.278 1.985
H11 -3.486 1.301 -2.163
H12 -0.950 0.403 -1.335
H13 1.711 2.504 -2.489
C6 0.055 3.295 -1.354
H14 2.799 0.154 -1.606
F1 0.723 -4.107 1.323
H15 0.090 4.389 -1.433
H16 -1.511 -2.383 -0.253
F2 -1.689 -2.539 2.932
In1 0.461 -0.836 1.073
H17 3.162 -1.173 0.204
N1 -3.451 0.950 -1.215
N2 0.662 -2.199 2.760
C7 -1.432 -0.573 -1.476
C8 -2.961 -0.439 -1.233
O3 -0.489 -2.164 4.662
C9 2.605 0.745 -0.690
H18 -0.418 3.062 -0.391

For the lowest unoccupied orbital energy, the calculation gives 2.92 eV. Its max |F| is 4.7 eV Å⁻¹. Its charge is -1. The total energy is -1477.073254 hartree. The calculation puts the HOMO-LUMO gap at 8.0 eV.

Here are the Löwdin charges for atoms 1 to 5, given in e: H 0.101; H 0.026; O 0.179; H 0.065; C -0.618


Record 3
A cluster of 12 separate species, C37H104F3N9O15S in total, computed with the ωB97M-V functional and the def2-TZVPD basis.

Atoms and positions in Å:
H1 1.451 -3.012 -9.164
H2 1.643 2.196 -5.826
H3 1.498 -2.647 -1.074
H4 3.649 -6.679 4.636
H5 -3.221 1.297 -2.367
H6 -3.601 4.145 -0.361
H7 -3.772 -5.335 -3.186
H8 3.649 6.218 -0.941
C1 -4.127 3.090 -2.199
H9 -1.730 -4.058 1.366
H10 0.335 -2.315 2.199
H11 -2.734 -4.393 -2.558
C2 -5.411 -4.785 -1.602
H12 -0.317 -5.122 2.564
H13 -0.602 -4.038 -4.695
H14 -2.362 3.129 -0.939
C3 3.014 6.859 -0.333
O1 0.452 -1.151 -1.673
H15 0.429 -4.519 0.261
H16 -6.277 4.486 -1.612
H17 3.885 6.055 6.291
C4 3.039 3.321 -2.401
H18 -0.073 -2.593 6.075
H19 -0.996 -3.217 -0.864
H20 -2.867 0.425 4.990
C5 0.024 4.596 1.933
H21 -1.183 6.857 2.326
C6 -4.201 -2.559 -1.659
C7 -1.482 -5.061 0.992
H22 1.265 2.067 3.085
H23 1.653 -0.390 6.640
O2 2.335 -3.120 -0.887
C8 0.231 -1.850 -7.954
H24 -5.728 -5.655 -2.179
N1 0.770 0.227 -4.175
H25 2.847 -4.613 3.185
O3 -4.644 5.538 -2.361
H26 4.170 3.254 3.844
H27 -4.003 -1.222 0.549
H28 3.937 1.323 -3.725
H29 1.415 -1.757 -6.180
F1 -0.366 1.024 1.320
C9 0.203 -1.990 8.099
H30 0.852 -2.855 8.243
C10 4.244 5.352 5.546
O4 -0.879 -0.239 4.953
H31 3.292 1.556 5.385
C11 2.875 1.254 -3.472
H32 -3.628 -1.861 -2.289
H33 -0.156 -0.836 -8.004
H34 4.106 -2.307 -0.283
H35 -1.653 -3.000 -7.728
H36 -0.116 -5.874 -0.540
H37 -5.501 -0.290 0.359
H38 -1.976 0.656 3.473
H39 0.702 -0.359 -3.320
H40 3.293 2.747 -1.508
C12 0.517 0.451 0.507
O5 0.877 -3.987 3.280
H41 3.021 -1.173 -1.000
H42 -1.911 -0.810 6.684
O6 -1.225 -1.585 0.055
O7 -1.337 0.456 -1.291
H43 1.314 -0.983 5.152
H44 3.990 3.716 -2.778
H45 5.324 5.218 5.643
H46 -0.307 3.415 -3.987
H47 -0.084 7.668 3.073
H48 3.467 -2.435 -3.291
H49 -4.381 4.307 -3.939
N2 1.423 -2.067 -8.801
H50 3.716 7.499 0.217
C13 -4.690 -0.771 -0.177
H51 1.453 0.657 -6.615
C14 -4.711 -3.746 -2.456
H52 -0.755 -2.165 8.588
O8 2.328 2.570 -3.358
H53 -0.151 4.066 2.869
H54 0.675 2.782 5.117
C15 2.056 1.461 3.530
H55 -1.654 1.669 4.899
C16 0.607 5.966 2.249
S1 -0.508 -0.579 -0.717
H56 2.775 0.702 -2.536
H57 -0.333 -5.383 5.059
C17 -0.507 -4.928 -0.151
H58 -0.918 4.701 1.378
C18 3.292 3.425 4.482
H59 -6.505 6.228 -1.773
O9 5.197 -1.559 -2.509
H60 0.192 6.928 0.345
H61 -0.214 1.704 -3.903
N3 1.402 2.391 5.717
C19 1.185 -2.725 2.746
C20 4.114 -2.464 -2.409
H62 0.063 2.790 -2.587
O10 3.604 4.098 5.672
H63 -4.205 1.668 -3.610
H64 1.848 0.429 3.783
H65 0.799 -3.441 -6.680
C21 -3.450 3.164 -0.817
H66 -5.167 2.830 -1.990
C22 -0.901 -0.552 6.337
H67 1.362 -6.584 3.650
H68 -6.272 -4.368 -1.063
N4 -0.512 2.599 -3.404
H69 2.808 1.504 2.735
H70 -4.091 -0.084 -0.786
H71 -2.416 -5.563 0.732
H72 2.382 -3.945 4.718
N5 -3.465 2.040 -3.020
H73 2.027 -2.787 2.048
H74 -2.910 4.648 -2.937
C23 1.665 -5.941 4.476
C24 0.561 -5.827 5.513
C25 -0.911 -2.776 -8.495
H75 3.047 -5.922 5.956
H76 -3.735 2.353 -0.154
H77 -0.658 0.352 6.913
H78 0.712 -1.182 8.634
H79 4.418 -3.513 -2.307
H80 5.591 -1.633 -3.382
H81 0.171 -6.799 5.816
C26 0.105 -1.659 6.615
H82 4.074 5.743 4.539
C27 -3.978 4.434 -2.926
H83 0.821 -5.210 6.373
O11 -0.950 -5.724 2.134
H84 3.065 1.442 -6.379
H85 1.338 -1.997 3.547
O12 2.168 6.059 0.467
O13 -0.964 -4.123 -1.224
F2 1.335 -0.291 1.228
C28 2.552 2.136 4.827
H86 0.390 -0.509 -4.788
H87 2.368 7.532 -0.904
C29 -0.377 -2.988 -4.483
H88 2.520 4.238 -2.113
C30 2.148 0.511 -4.588
H89 -4.865 -5.176 -0.733
C31 -1.885 0.650 4.557
H90 1.363 7.704 1.376
N6 -3.566 -4.338 -3.153
N7 2.810 -6.536 5.185
H91 1.491 5.784 2.861
H92 -3.486 -2.954 -0.919
O14 -5.186 -1.791 -1.006
N8 -0.432 6.708 3.007
H93 0.649 -2.985 -4.101
C32 3.384 -2.199 -1.098
H94 -5.452 -3.301 -3.133
H95 1.712 3.225 6.221
O15 -0.513 -2.239 -5.693
H96 0.567 3.938 1.250
C33 1.051 6.716 0.997
H97 -1.397 -2.359 -9.379
H98 1.293 -1.501 -9.635
C34 -6.040 5.359 -2.226
H99 -1.087 -2.562 -3.784
H100 -6.437 5.176 -3.233
N9 1.423 -1.236 6.124
C35 2.100 1.205 -5.931
H101 2.654 4.049 3.831
H102 -1.541 2.640 -3.290
C36 2.014 -4.574 3.896
F3 1.201 1.391 -0.137
H103 -0.500 -3.735 -8.819
H104 2.709 -0.429 -4.698
C37 0.600 -2.372 -6.569

For the lowest unoccupied orbital energy, the calculation gives -0.17 eV. Its max |F| is 3.0 eV Å⁻¹. Its charge is 0. The energy above the lowest of the compared OMol25 structures with the same formula, charge and spin comes out at 0.0 kcal/mol. The total energy is -3791.155621 hartree. The calculation puts the HOMO-LUMO gap at 8.6 eV.

Here are the Löwdin charges for atoms 1 to 5, given in e: H 0.062; H 0.072; H 0.042; H 0.066; H 0.038


Record 4
A structure of composition C14H11AsNO3PdS5, computed with the ωB97M-V functional and the def2-TZVPD basis.

Atoms and positions in Å:
H1 0.124 -0.960 -3.799
O1 1.521 -4.498 2.073
H2 1.598 -2.252 -2.515
O2 -1.023 -4.382 2.248
As1 0.654 3.819 -4.424
H3 -1.497 3.188 4.060
H4 -2.366 -1.349 -1.208
C1 -0.618 2.811 2.117
C2 0.974 -3.041 -0.503
C3 0.642 0.685 2.066
S1 -0.300 5.697 -4.445
C4 0.238 1.903 1.450
H5 -0.976 3.747 1.695
C5 0.607 2.457 -1.021
C6 -1.432 -1.878 -0.989
H6 1.841 -3.682 -0.412
N1 -0.476 -0.738 -2.962
C7 -0.400 1.435 4.121
C8 0.805 -2.389 -1.694
H7 -1.438 -0.698 -3.416
C9 -0.409 -1.696 -1.915
C10 0.591 2.145 0.176
H8 -0.594 1.351 5.189
H9 1.367 0.008 1.582
Pd1 -0.101 1.292 -2.442
S2 1.327 3.356 -2.301
S3 2.566 3.677 -5.371
H10 -2.021 -2.537 0.903
S4 0.259 -3.767 2.159
H11 0.446 -0.525 3.743
S5 -0.502 1.918 -4.866
O3 0.381 -2.581 3.067
C11 -1.166 -2.475 0.209
C12 -0.900 2.525 3.447
C13 0.053 -3.020 0.585
C14 0.227 0.454 3.392

The expectation value of S² is 6.0601. For the lowest unoccupied orbital energy (alpha / beta), the calculation gives 1.20 / -1.34 eV. Its max |F| is 4.7 eV Å⁻¹. Its charge is -1. As for the multiplicity: 5. The energy above the lowest of the compared OMol25 structures with the same formula, charge and spin comes out at 47.6 kcal/mol. The total energy is -5175.027065 hartree. The calculation puts the HOMO-LUMO gap (alpha / beta) at 4.4 / 4.7 eV.

Here are the natural (NBO) charges for atoms 1 to 5, given in e: H 0.413; O -0.992; H 0.206; O -0.994; As 0.830